{"formula": "C14H26BCrF2MnN2O11", "method": "ωB97M-V/def2-TZVPD", "symbols": ["Mn", "Cr", "F", "F", "O", "C", "O", "B", "O", "C", "O", "O", "C", "O", "C", "O", "O", "C", "O", "C", "C", "N", "C", "C", "O", "C", "H", "H", "H", "H", "H", "H", "H", "H", "H", "H", "H", "H", "H", "H", "H", "C", "C", "C", "O", "C", "N", "H", "H", "H", "H", "H", "H", "H", "H", "H", "H", "H"], "xyz": [[-2.39, 0.50, 0.81], [0.05, -2.90, 0.58], [-1.99, -3.27, 0.64], [-0.61, -0.83, 0.58], [1.73, 3.19, -5.73], [0.89, 2.33, -5.34], [-0.24, 2.56, -4.62], [-0.92, 1.22, -4.43], [-0.26, 0.25, -5.31], [0.84, 0.85, -5.78], [1.65, 0.35, -6.54], [-2.38, 1.22, -4.67], [-3.14, 1.01, -3.64], [-4.37, 1.12, -3.46], [-2.08, 0.72, -2.57], [-0.82, 0.81, -3.03], [-2.37, 0.41, -1.44], [-1.14, -2.73, -2.55], [-0.10, -2.52, -1.58], [1.18, -2.52, -2.29], [2.37, -2.61, -1.30], [2.01, -1.99, -0.03], [3.23, -1.90, 0.79], [4.16, -0.77, 0.14], [3.48, 0.39, -0.29], [4.31, 1.28, -1.05], [-1.03, -2.00, -3.35], [-2.10, -2.57, -2.06], [-1.06, -3.73, -2.95], [1.18, -1.53, -2.75], [1.11, -3.24, -3.11], [3.25, -2.20, -1.79], [2.67, -3.65, -1.31], [1.95, -1.00, -0.22], [3.82, -2.81, 0.98], [2.89, -1.46, 1.72], [4.81, -1.13, -0.66], [4.79, -0.28, 0.89], [3.80, 2.24, -1.21], [4.57, 0.91, -2.04], [5.19, 1.64, -0.52], [-4.26, 0.45, 4.12], [-2.98, 1.22, 4.00], [-2.13, 1.30, 5.24], [-1.01, 2.20, 4.87], [-0.51, 2.93, 6.03], [-2.21, 0.79, 2.85], [-4.95, 0.90, 4.83], [-3.92, -0.56, 4.37], [-4.79, 0.21, 3.20], [-3.38, 2.23, 4.02], [-1.94, 0.30, 5.63], [-2.72, 1.94, 5.91], [0.51, 3.27, 5.84], [-0.41, 2.34, 6.95], [-1.00, 3.86, 6.31], [-1.80, -0.08, 3.16], [-1.42, 1.35, 3.15]], "e_tot_ha": -3905.6913, "orbital_gap_ev": [1.95, 4.38], "multiplicity": 9, "charge": 2, "de_lowest_kcal_mol": 90.6}

---

{"formula": "C14H26Br6O6S3", "method": "ωB97M-V/def2-TZVPD", "symbols": ["C", "Br", "Br", "Br", "H", "C", "Br", "Br", "Br", "H", "C", "C", "C", "S", "O", "O", "C", "H", "H", "H", "H", "H", "H", "H", "H", "C", "C", "C", "S", "O", "O", "C", "H", "H", "H", "H", "H", "H", "H", "H", "C", "C", "C", "S", "O", "O", "C", "H", "H", "H", "H", "H", "H", "H", "H"], "xyz": [[-40.12, 19.02, -20.28], [-41.04, 20.02, -21.64], [-39.28, 20.19, -19.01], [-38.91, 17.76, -21.05], [-40.88, 18.50, -19.72], [-44.66, 19.53, -20.28], [-45.63, 17.89, -20.24], [-44.16, 20.08, -18.50], [-45.78, 20.92, -21.01], [-43.75, 19.44, -20.88], [-41.54, 18.32, -26.05], [-42.80, 17.79, -26.78], [-43.95, 17.94, -25.77], [-43.25, 17.82, -24.11], [-43.56, 16.62, -23.44], [-43.55, 19.08, -23.46], [-41.54, 17.75, -24.64], [-41.55, 19.42, -26.03], [-40.65, 18.01, -26.60], [-42.67, 16.73, -27.02], [-42.97, 18.39, -27.66], [-44.79, 17.27, -25.87], [-44.35, 18.95, -25.88], [-41.32, 16.68, -24.64], [-40.88, 18.28, -23.95], [-46.40, 13.22, -18.89], [-46.32, 14.66, -19.41], [-45.68, 14.53, -20.78], [-46.50, 13.19, -21.58], [-45.55, 12.45, -22.37], [-47.74, 13.62, -22.16], [-46.82, 12.29, -20.04], [-47.11, 13.10, -18.07], [-45.44, 12.89, -18.51], [-45.70, 15.28, -18.76], [-47.30, 15.13, -19.50], [-44.63, 14.25, -20.64], [-45.53, 15.40, -21.42], [-46.22, 11.39, -20.12], [-47.88, 12.07, -20.04], [-48.20, 18.51, -23.84], [-47.87, 17.03, -23.70], [-49.12, 16.45, -23.07], [-49.64, 17.61, -21.83], [-49.00, 17.29, -20.58], [-51.07, 17.71, -21.86], [-48.78, 19.01, -22.55], [-48.94, 18.64, -24.63], [-47.34, 19.12, -24.14], [-47.03, 16.76, -23.06], [-47.76, 16.61, -24.70], [-49.13, 15.45, -22.65], [-49.89, 16.48, -23.85], [-48.04, 19.34, -21.82], [-49.48, 19.85, -22.60]], "e_tot_ha": -17639.0726, "orbital_gap_ev": 9.93, "de_lowest_kcal_mol": 3.9}

---

{"formula": "C14H26Br6O9", "method": "ωB97M-V/def2-TZVPD", "symbols": ["C", "C", "O", "C", "O", "O", "C", "H", "H", "H", "H", "H", "H", "H", "H", "C", "C", "O", "C", "O", "O", "C", "H", "H", "H", "H", "H", "H", "H", "H", "C", "C", "O", "C", "O", "O", "C", "H", "H", "H", "H", "H", "H", "H", "H", "C", "Br", "Br", "Br", "H", "C", "Br", "Br", "Br", "H"], "xyz": [[0.95, -2.81, 4.32], [-0.07, -3.93, 4.13], [0.08, -4.38, 2.78], [-0.50, -5.53, 2.25], [-1.49, -6.08, 2.66], [0.22, -5.90, 1.15], [0.02, -7.14, 0.50], [1.96, -3.23, 4.29], [0.84, -2.20, 5.21], [0.89, -2.14, 3.46], [-1.08, -3.52, 4.12], [-0.06, -4.71, 4.89], [-1.01, -7.18, 0.13], [0.22, -7.95, 1.20], [0.74, -7.35, -0.29], [5.16, 1.84, -2.28], [4.88, 2.99, -1.37], [4.29, 2.56, -0.22], [3.03, 2.91, 0.07], [2.18, 3.56, -0.53], [2.84, 2.32, 1.35], [1.53, 2.36, 1.97], [5.69, 2.06, -3.20], [4.23, 1.40, -2.64], [5.71, 0.98, -1.89], [4.40, 3.71, -2.02], [5.82, 3.40, -0.99], [1.25, 3.40, 2.13], [1.50, 1.81, 2.91], [0.79, 1.96, 1.29], [-4.83, 8.30, 1.67], [-4.38, 6.87, 1.83], [-4.15, 6.42, 0.51], [-3.26, 5.54, 0.11], [-2.54, 4.83, 0.83], [-3.33, 5.50, -1.21], [-2.52, 4.54, -1.92], [-5.43, 8.69, 2.50], [-5.56, 8.39, 0.87], [-4.04, 9.00, 1.41], [-5.25, 6.32, 2.19], [-3.55, 6.74, 2.53], [-1.53, 4.97, -2.04], [-2.89, 4.33, -2.92], [-2.35, 3.57, -1.44], [0.36, -2.66, -2.57], [-0.36, -0.89, -2.30], [2.07, -2.43, -3.50], [-0.90, -3.87, -3.50], [0.54, -3.10, -1.59], [-0.30, -8.83, -5.30], [1.52, -8.09, -5.68], [-0.26, -10.52, -4.30], [-1.40, -8.81, -6.91], [-0.66, -8.03, -4.65]], "e_tot_ha": -16670.2182, "orbital_gap_ev": 9.86}

---

{"formula": "C14H26Cl2O4", "method": "ωB97M-V/def2-TZVPD", "symbols": ["O", "C", "C", "Cl", "C", "O", "C", "C", "C", "C", "C", "C", "O", "C", "C", "O", "C", "Cl", "C", "C", "H", "H", "H", "H", "H", "H", "H", "H", "H", "H", "H", "H", "H", "H", "H", "H", "H", "H", "H", "H", "H", "H", "H", "H", "H", "H"], "xyz": [[-7.16, -0.58, -0.43], [-5.86, -0.49, 0.11], [-6.06, 0.40, 1.32], [-6.66, 2.03, 1.03], [-4.95, 0.01, -0.93], [-3.65, 0.34, -0.36], [-2.59, 0.16, -1.33], [-1.33, 0.39, -0.40], [-0.01, 0.82, -1.16], [1.10, 0.93, -0.11], [1.41, -0.43, 0.52], [2.71, -0.44, 1.36], [3.79, -0.56, 0.39], [5.06, -0.26, 0.91], [6.21, -0.30, -0.12], [6.18, -1.57, -0.79], [6.11, 0.79, -1.15], [5.85, 2.51, -0.36], [0.11, -0.88, 1.25], [-1.14, -0.87, 0.34], [-7.51, 0.17, -0.89], [-5.48, -1.46, 0.46], [-5.03, 0.41, 1.84], [-6.75, -0.02, 1.96], [-4.88, -0.77, -1.70], [-5.44, 0.92, -1.41], [-2.62, 0.90, -2.14], [-2.67, -0.89, -1.72], [-1.51, 1.13, 0.34], [0.28, 0.20, -1.92], [-0.09, 1.84, -1.57], [0.98, 1.70, 0.70], [1.95, 1.43, -0.68], [1.59, -1.12, -0.36], [2.72, -1.35, 1.95], [2.69, 0.56, 1.93], [5.18, 0.75, 1.28], [5.37, -1.01, 1.64], [7.16, -0.12, 0.36], [5.21, -1.79, -0.98], [7.11, 0.86, -1.63], [5.37, 0.57, -1.86], [-0.03, -0.31, 2.17], [0.32, -1.94, 1.53], [-2.04, -1.04, 0.99], [-1.04, -1.62, -0.35]], "smiles": "O[C@H](CCl)COC[C@H]1CC[C@H](COC[C@@H](O)CCl)CC1", "e_tot_ha": -1770.3044, "orbital_gap_ev": 10.84}